A) # C3H8NO3

An isolated ion of composition C3H8NO3 and charge +1 (wB97M-V/def2-TZVPD, the OMol25 dataset).

## Properties
HOMO level in eV: -15.7
HOMO-LUMO gap in eV: 12.51
SMILES: OC[NH2+][C@@]1(O)CO1

ORCA input file:
```
! wB97M-V def2-TZVPD RIJCOSX def2/J DEFGRID3
* xyz 1 1
O -2.45 0.12 0.56
C -1.31 -0.19 -0.14
N -0.20 0.04 0.83
C 1.17 -0.23 0.28
O 1.27 -1.56 0.05
C 1.84 0.84 -0.47
O 2.16 0.49 0.88
H -3.26 -0.12 0.08
H -1.15 0.46 -1.01
H -1.27 -1.25 -0.46
H -0.27 1.00 1.19
H -0.37 -0.58 1.64
H 2.16 -1.90 0.23
H 2.59 0.59 -1.20
H 1.37 1.81 -0.59
*
```

Here are the Löwdin charges for atoms 1 to 6, given in e: O 0.018; C -0.184; N 0.186; C -0.565; O 0.135; C 0.025



B) # C3H8NO3

An isolated ion of composition C3H8NO3 and charge +1 (wB97M-V/def2-TZVPD, the OMol25 dataset).

## Properties
HOMO level in eV: -14.3
HOMO-LUMO gap in eV: 10.29
SMILES: [NH3+][C@@H](O)C(=O)CO

ORCA input file:
```
! wB97M-V def2-TZVPD RIJCOSX def2/J DEFGRID3
* xyz 1 1
N -0.63 -0.36 -2.09
C 0.44 -0.03 -0.71
O 1.64 -0.38 -1.24
C 0.87 1.32 0.29
O 1.29 2.29 -0.24
C 0.80 0.82 1.75
O -0.51 0.27 1.98
H 0.10 -0.61 -2.89
H -1.22 -1.18 -1.78
H -1.32 0.27 -2.42
H -0.05 -0.71 -0.01
H 2.25 0.32 -1.12
H 0.94 1.63 2.45
H 1.45 -0.08 1.78
H -0.96 1.08 2.36
*
```

Here are the Löwdin charges for atoms 1 to 6, given in e: N 0.208; C -0.120; O 0.052; C -0.235; O 0.178; C -0.137



C) # C3H8NO3

An isolated ion of composition C3H8NO3 and charge +1 (wB97M-V/def2-TZVPD, the OMol25 dataset).

## Properties
HOMO level in eV: -14.9
HOMO-LUMO gap in eV: 10.87
SMILES: [NH3+][C@](O)(C=O)CO

ORCA input file:
```
! wB97M-V def2-TZVPD RIJCOSX def2/J DEFGRID3
* xyz 1 1
N 0.59 0.88 -0.82
C 0.37 -0.70 -0.21
O 1.60 -1.23 -0.14
C -0.56 -1.25 -1.32
O -0.36 -2.27 -1.85
C -0.40 -0.32 1.13
O -1.24 0.83 0.95
H 0.75 0.95 -1.82
H -0.14 1.53 -0.38
H 1.46 1.25 -0.50
H 1.90 -1.56 -0.99
H -1.46 -0.53 -1.42
H 0.43 -0.10 1.79
H -0.87 -1.21 1.28
H -2.19 0.78 1.02
*
```

Here are the Löwdin charges for atoms 1 to 6, given in e: N 0.226; C -0.346; O 0.116; C -0.193; O 0.176; C -0.080



Stability, lowest: B)



A) # CH4P2S

One molecule with the formula CH4P2S (wB97M-V/def2-TZVPD, the OMol25 dataset).

## Properties
HOMO level in eV: -8.7
HOMO-LUMO gap in eV: 8.02
SMILES: [PH2]#[PH]C=S

ORCA input file:
```
! wB97M-V def2-TZVPD RIJCOSX def2/J DEFGRID3
* xyz 0 1
P 1.80 -0.36 -0.06
P 0.15 1.03 -0.40
C -1.15 -0.19 -0.71
S -2.71 -0.01 -0.30
H 2.23 0.41 1.16
H 1.01 -1.39 0.85
H -0.42 1.44 0.83
H -0.91 -0.93 -1.37
*
```

Here are the Löwdin charges for atoms 1 to 6, given in e: P 0.411; P 0.462; C -1.079; S 0.574; H -0.134; H -0.088



B) # CH4P2S

A 2-piece molecular cluster, CH4P2S overall (wB97M-V/def2-TZVPD, the OMol25 dataset).

## Properties
HOMO level (spin up / spin down) in eV: -8.3 / -8.2
HOMO-LUMO gap (spin up / spin down) in eV: 6.15 / 5.98

ORCA input file:
```
! wB97M-V def2-TZVPD RIJCOSX def2/J DEFGRID3
* xyz 0 1
C -0.25 -0.07 -0.08
P -0.74 1.58 0.46
P -0.17 -1.67 0.52
S 2.33 0.51 -0.08
H 0.30 2.38 -0.35
H -1.84 1.72 -0.34
H -0.83 -2.38 -0.47
H 1.19 -2.06 0.33
*
```

Here are the Löwdin charges for atoms 1 to 6, given in e: C -0.878; P 0.681; P 0.709; S -0.080; H -0.070; H -0.147



C) # CH4P2S

CH4P2S as an isolated structure (wB97M-V/def2-TZVPD, the OMol25 dataset).

## Properties
HOMO level in eV: -8.7
HOMO-LUMO gap in eV: 7.35

ORCA input file:
```
! wB97M-V def2-TZVPD RIJCOSX def2/J DEFGRID3
* xyz 0 1
C -0.68 0.58 -0.65
P 1.03 0.74 -0.03
P -1.26 -0.94 -0.15
S 1.95 -0.86 0.56
H 1.04 1.79 0.77
H 1.71 1.32 -1.07
H -2.51 -0.60 -0.22
H -1.27 -2.03 0.79
*
```

Here are the Löwdin charges for atoms 1 to 6, given in e: C -0.577; P 0.131; P 0.723; S 0.028; H -0.066; H -0.057



Stability, lowest: B)